[1]
{
  "formula": "C6H16O",
  "method": "wB97M-V/def2-TZVPD",
  "relative_energy_kcal_mol": 81.6,
  "molar_mass_g_mol": 104.2,
  "smiles": "CC(C)O.CCC",
  "homo_lumo_gap_ev": 10.5,
  "lumo_ev": 0.80,
  "symbols": ["H", "H", "H", "H", "C", "H", "H", "H", "H", "C", "H", "C", "H", "H", "H", "H", "H", "C", "C", "O", "H", "H", "C"],
  "positions_angstrom": [[1.42965, -1.93789, 2.08856], [-2.49150, -0.34407, 0.96388], [-3.49543, 1.62816, -0.88017], [-0.06158, -1.44495, 1.11851], [-2.19693, 0.69016, 0.87413], [-1.16176, 3.01171, 0.01024], [1.00580, -1.68280, -0.99564], [-2.53214, 0.24502, -1.22127], [-2.90319, 1.52621, 1.34032], [2.73125, -0.49077, -0.41154], [2.70428, -0.20862, -1.51367], [-1.37090, 2.39079, -1.00154], [1.24560, -0.32515, 1.40126], [-1.19765, 0.97422, 1.44103], [1.60664, -3.61654, -0.41103], [-1.82436, 3.06160, -1.63058], [3.79633, -0.90677, -0.44374], [-2.33254, 1.25534, -0.66871], [1.04016, -1.31998, 1.22230], [2.20393, -2.93109, -0.04648], [-0.54187, 1.81398, -1.32423], [2.61101, 0.30600, 0.23846], [1.73520, -1.69457, -0.15010]],
  "mulliken_charge": [0.298, 0.336, 0.244, 0.138, -0.979, 0.213, 0.219, 0.292, 0.294, -1.268, 0.278, -0.944, 0.334, 0.209, 0.350, 0.391, 0.336, -0.264, -0.999, -0.569, 0.206, 0.365, 0.522]
}

[2]
{
  "formula": "C40H57BClCoN9PS3",
  "method": "wB97M-V/def2-TZVPD",
  "relative_energy_kcal_mol": 0.0,
  "molar_mass_g_mol": 896.3,
  "s_squared": 3.9274,
  "multiplicity": 4,
  "homo_lumo_gap_ev": [6.0, 7.4],
  "lumo_ev": [-2.65, -2.66],
  "charge": 1,
  "symbols": ["B", "H", "H", "C", "C", "Co", "N", "H", "S", "N", "C", "H", "H", "H", "Cl", "C", "H", "C", "H", "H", "H", "H", "S", "N", "H", "C", "C", "H", "H", "H", "H", "C", "H", "H", "H", "H", "C", "H", "C", "H", "C", "N", "H", "C", "H", "H", "C", "H", "H", "C", "C", "C", "C", "H", "C", "N", "C", "N", "H", "C", "P", "H", "C", "H", "H", "H", "H", "H", "C", "C", "H", "H", "C", "C", "C", "H", "C", "N", "C", "H", "H", "C", "H", "C", "H", "C", "H", "S", "C", "H", "H", "N", "C", "H", "C", "C", "N", "C", "H", "C", "H", "H", "H", "C", "C", "H", "C", "H", "H", "H", "H", "H", "H"],
  "positions_angstrom": [[1.29335, -0.16952, -1.54246], [4.49727, 3.89202, -0.71086], [-0.98984, 3.29806, 5.84423], [-0.74929, 2.41513, 5.26905], [5.66157, -2.29564, -1.55495], [-0.35195, -0.11655, -0.08070], [3.43234, -1.36162, -1.47134], [1.11933, -4.90373, 0.73594], [-0.18272, -2.45349, -0.44373], [2.11602, -1.46444, -1.22369], [-3.78886, 1.02454, 0.63164], [3.48516, 5.61947, -1.92559], [0.79346, 2.59253, 1.51574], [7.11227, -3.10487, -2.93536], [-0.27824, 4.15878, 3.27915], [0.40529, 1.60186, 1.73778], [-2.97143, 0.31556, -4.41488], [-0.12186, 0.18692, 3.75033], [0.11850, -0.69408, 3.16452], [2.67708, -2.48796, -7.59065], [5.51210, -2.88263, -3.64967], [-0.57563, -0.95572, 5.50339], [-1.46617, 0.74355, -1.95368], [2.06127, 1.05246, -1.25605], [-2.84187, 0.06051, 3.33658], [-3.60397, -1.71592, 0.09720], [1.94453, -2.16530, -6.84943], [-3.45715, 1.88638, 1.21820], [1.81599, -2.97051, -6.12393], [1.67499, 0.38503, -7.80226], [-2.30128, 1.89989, -4.73943], [1.37764, -0.46459, -5.14813], [-0.15549, 0.02576, -6.59668], [5.82031, -4.23863, -2.55628], [-0.47913, 1.48258, 1.07847], [4.90592, 3.10735, 1.57400], [6.41424, -2.76258, -0.30233], [0.80624, -5.30369, -0.93924], [-0.51345, 0.03313, 5.06977], [-6.20991, -2.07826, 2.15751], [2.52752, 1.28578, 0.02362], [2.26459, 1.93686, -2.27880], [-6.72520, -0.54513, 0.37479], [2.58444, 0.23021, -7.22027], [1.47562, 3.47577, -4.26899], [-3.16165, -2.68721, 0.33336], [3.77607, 3.09656, -0.82770], [2.80633, 2.44531, -4.78685], [3.37248, -0.04945, -7.92054], [6.04128, -3.18633, -2.74488], [-5.65620, -0.43369, 0.18410], [-3.18805, -0.73960, 2.67953], [3.76988, -1.11917, -5.49029], [5.47337, 4.14931, -2.74273], [3.42385, 2.30948, 0.26033], [1.69631, -0.55395, -3.88855], [3.35203, 3.86276, -3.22686], [0.77177, -0.19865, -2.98289], [4.13885, -0.21486, -5.00285], [-2.20329, 0.84028, -4.98325], [-2.63906, -0.39317, 0.94785], [6.11371, -2.19155, 0.57829], [-5.31010, 0.37405, 2.39275], [6.26010, -3.82209, -0.09222], [-6.37421, 0.26911, 2.61223], [3.18028, 5.98123, -3.62324], [0.99371, -2.01864, -7.36561], [5.80383, -0.18385, -1.03090], [2.25675, -3.75957, -0.66220], [3.93651, 2.61575, 1.63646], [4.49740, -1.43108, -6.24136], [7.11269, -0.79793, -2.05279], [1.49215, -2.56171, -0.80722], [0.08852, -0.01717, -5.54282], [2.54877, 3.45393, -4.45980], [1.88124, 5.34212, -2.61155], [2.42479, -0.87623, -6.16981], [-4.64260, -0.86690, 2.78219], [-0.84121, 0.34852, -4.62181], [-3.51882, -1.57248, -0.98248], [5.05099, 4.47371, -4.42077], [1.59523, -5.02927, -0.23761], [3.70189, -1.89264, -4.72560], [3.58971, -3.65765, -0.90650], [-1.13846, 1.04363, 6.85973], [-0.44300, 0.25686, -3.25287], [-2.71883, -1.66493, 3.02523], [1.70223, 0.37850, 1.27657], [-0.82968, 1.15077, 5.82871], [-4.63061, -2.87801, 2.19638], [4.03627, 1.72077, 2.24828], [-5.00788, -1.70536, 0.50518], [2.95204, 5.28373, -2.81575], [7.48570, -2.61511, -0.44613], [-5.14767, -1.95124, 1.94074], [-0.03270, 1.44802, 3.16437], [-5.17247, 0.69926, 0.97428], [-0.35031, 2.55367, 3.94797], [5.51187, -0.47230, -2.74015], [4.84701, 3.81902, -3.57198], [-4.91330, 1.19790, 2.98902], [4.22294, -4.52839, -0.79199], [3.25612, 3.29801, 2.15296], [4.16862, -2.42156, -1.30231], [3.10499, 2.91193, -2.06237], [2.86357, 1.17974, -6.76009], [6.03927, -0.84826, -1.86359], [2.31757, -5.84085, -0.18081], [5.15304, 2.80620, -3.84294], [2.76977, 4.14845, -5.27272], [-5.51543, -0.21754, -0.87642], [-2.38882, 0.70578, -6.04701], [-3.73660, 1.31323, -0.42035]],
  "mulliken_charge": [1.090, 0.554, 0.487, -0.601, 2.341, -0.599, -0.339, 0.333, -0.642, 0.733, -1.208, 0.339, 0.759, 0.489, -0.215, -1.469, 0.338, -0.310, 0.343, 0.475, 0.132, 0.427, -0.397, 0.690, 0.282, -1.135, -1.862, 0.435, 0.345, 0.409, 0.346, -0.007, 0.422, 0.347, 0.428, 0.537, -1.809, 0.343, -0.805, 0.312, -0.215, -0.477, 0.290, -1.581, 0.333, 0.468, -0.845, -0.026, 0.485, -1.420, -0.904, -1.190, -1.640, 0.335, 0.722, -0.393, 2.112, 0.584, 0.149, -1.780, 2.106, 0.338, -0.954, 0.359, 0.306, 0.457, 0.384, 0.277, 0.280, -1.854, 0.551, 0.526, 0.253, -0.506, -1.655, 0.389, 2.224, 0.139, 0.093, 0.284, 0.473, -1.733, 0.166, -0.611, 0.403, 0.456, 0.469, -0.685, -0.530, 0.395, 0.389, 0.138, -1.839, 0.474, -0.979, 0.865, 0.085, 0.396, 0.180, -1.567, 0.401, 0.407, 0.276, 0.029, 0.592, 0.178, -1.745, 0.416, 0.215, 0.557, 0.403, 0.418, 0.564]
}

[3]
{
  "formula": "C18H14BBrCl3F6INOSiSm",
  "method": "wB97M-V/def2-TZVPD",
  "relative_energy_kcal_mol": 0.0,
  "molar_mass_g_mol": 876.7,
  "s_squared": 8.7647,
  "multiplicity": 6,
  "homo_lumo_gap_ev": [8.3, 8.8],
  "lumo_ev": [-0.44, 0.02],
  "symbols": ["C", "C", "H", "H", "O", "C", "Cl", "B", "F", "Sm", "H", "Si", "C", "H", "C", "C", "H", "F", "C", "C", "F", "Cl", "C", "H", "H", "F", "C", "F", "F", "Br", "C", "H", "H", "H", "I", "C", "C", "H", "N", "C", "C", "C", "H", "H", "Cl", "C", "H", "C"],
  "positions_angstrom": [[-1.44488, 2.94421, -0.76795], [1.58362, -2.85439, -2.91003], [1.13431, -2.71004, -3.89063], [-2.11450, 3.78363, -0.89317], [1.67934, -1.58245, -2.23790], [1.58816, 0.55300, 4.45308], [3.28962, -3.43333, -0.06414], [4.01233, 0.29837, 0.58351], [3.01104, 1.25799, 0.68213], [1.72588, -1.13640, 0.25324], [0.94297, -3.49142, -2.30804], [1.63135, -3.78577, 1.44713], [-0.08982, 1.53035, 0.68225], [1.68470, 2.66845, 4.83685], [-0.22500, 1.05810, -1.67246], [0.26261, 0.72840, -0.41742], [0.01210, 0.46923, -2.55426], [-1.50092, 2.47689, -3.05971], [-3.64714, 0.27489, -0.17286], [-4.46261, 1.05429, -2.29048], [5.28472, 0.69479, 0.75751], [2.71804, -4.58099, 3.02145], [-4.41127, 1.16724, -0.91028], [2.01063, 0.23796, 5.39752], [-3.59231, 0.36495, 0.90484], [-1.37188, 3.35590, 1.51913], [0.48220, 1.23617, 2.02677], [3.77232, -0.34784, -0.69853], [3.59624, -0.74207, 1.54339], [-2.05513, -2.17266, -3.16374], [-2.93811, -0.73135, -0.81611], [2.29610, -1.00844, -2.70884], [2.56531, -3.31380, -2.98936], [-4.95738, 1.95147, -0.40070], [-1.86775, -1.98361, 0.40665], [1.24103, -0.37967, 3.50733], [1.39171, 1.89402, 4.13847], [-3.78481, -0.03696, -4.01210], [0.71866, -0.05849, 2.31212], [0.83176, 2.23934, 2.92705], [-3.75450, 0.05135, -2.93454], [-2.99018, -0.84483, -2.19900], [0.68219, 3.27355, 2.65806], [1.38268, -1.43744, 3.69309], [0.72617, -5.43943, 0.54974], [-1.04799, 2.15710, -1.82776], [-5.05073, 1.75098, -2.87528], [-0.95087, 2.59872, 0.47399]],
  "mulliken_charge": [-0.808, -0.799, 0.294, 0.539, -0.093, -0.785, -0.319, 0.420, -0.208, 0.655, 0.253, 0.327, 0.602, 0.422, 0.170, -0.123, 0.567, -0.446, -0.484, -0.586, -0.295, -0.274, -0.693, 0.427, 0.462, -0.408, 0.445, -0.371, -0.292, -0.126, 0.164, 0.225, 0.325, 0.421, 0.250, -0.141, -0.516, 0.419, -0.015, -0.755, -0.475, 0.294, 0.465, 0.324, -0.262, 0.053, 0.374, 0.376]
}